Entry 1:
Molecular formula: C12H44B4Mg2O6
Method: DFT, ωB97M-V with the def2-TZVPD basis set

CARTESIAN COORDINATES (ANGSTROEM)
1 Mg 0.93 0.93 -1.55
2 Mg -0.29 0.20 2.87
3 B 0.48 0.10 0.34
4 H 1.39 0.64 0.14
5 H 0.07 0.52 1.24
6 H -0.18 0.15 -0.52
7 H 0.90 -0.89 0.44
8 B -0.22 2.75 -0.87
9 H 0.79 2.78 -0.48
10 H -0.85 2.29 -0.11
11 H -0.49 3.79 -0.97
12 H -0.27 2.24 -1.82
13 B 2.39 1.95 -2.58
14 H 2.39 1.81 -1.51
15 H 3.37 1.63 -2.90
16 H 1.69 1.26 -3.03
17 H 2.20 3.00 -2.75
18 B -0.53 2.58 2.39
19 H -0.58 3.61 2.70
20 H -0.25 1.94 3.21
21 H -1.41 2.29 1.83
22 H 0.35 2.56 1.77
23 C 2.58 1.58 3.67
24 O 1.87 0.48 3.37
25 C 2.66 -0.70 3.08
26 C 1.89 -2.01 3.25
27 O 0.54 -1.66 2.91
28 C -0.38 -2.71 2.90
29 C -1.48 -2.31 1.93
30 O -1.79 -0.90 2.11
31 C -3.00 -0.60 1.39
32 H 2.16 2.58 3.62
33 H 3.46 1.50 3.03
34 H 3.05 1.41 4.64
35 H 3.62 -0.70 3.59
36 H 2.99 -0.63 2.05
37 H 2.05 -2.35 4.28
38 H 2.27 -2.79 2.59
39 H -0.87 -2.87 3.86
40 H -0.14 -3.74 2.65
41 H -2.32 -2.93 2.23
42 H -1.28 -2.63 0.91
43 H -3.86 -1.01 1.92
44 H -2.94 -0.99 0.37
45 H -3.15 0.47 1.25
46 C -4.21 -0.06 -1.93
47 O -3.18 -0.28 -2.94
48 C -2.78 0.91 -3.57
49 C -1.34 0.51 -4.11
50 O -0.32 0.04 -3.18
51 C -0.50 -1.26 -2.78
52 C 0.82 -1.95 -2.41
53 O 1.63 -1.03 -1.74
54 C 2.87 -1.60 -1.24
55 H -3.85 0.51 -1.07
56 H -4.41 -1.07 -1.56
57 H -5.11 0.49 -2.19
58 H -2.59 1.65 -2.79
59 H -3.51 1.25 -4.30
60 H -0.84 1.29 -4.67
61 H -1.47 -0.18 -4.94
62 H -0.95 -1.87 -3.57
63 H -1.35 -1.51 -2.15
64 H 1.26 -2.41 -3.29
65 H 0.52 -2.73 -1.71
66 H 3.31 -2.27 -1.99
67 H 2.65 -2.24 -0.39
68 H 3.56 -0.84 -0.88

E_tot (Ha): -1434.15730
E_HOMO (Ha): -0.276
Spin multiplicity: 1
Orbital gap (Ha): 0.2511

Results of the natural (NBO) charge analysis, in e, for atoms 1 through 8:
1. Mg 1.7887
2. Mg 1.7990
3. B -0.6651
4. H -0.0301
5. H -0.1439
6. H -0.0717
7. H -0.0366
8. B -0.8505

=====

Entry 2:
Molecular formula: C12H44F2HgNO14S2
Method: DFT, ωB97M-V with the def2-TZVPD basis set

CARTESIAN COORDINATES (ANGSTROEM)
1 Hg -18.35 2.92 -0.97
2 N -16.66 2.74 0.36
3 S -15.94 1.68 1.21
4 O -16.16 1.57 2.65
5 O -14.55 1.48 0.78
6 F -16.80 0.49 0.60
7 S -16.02 4.03 1.33
8 O -14.63 4.31 1.17
9 O -16.66 4.31 2.64
10 F -16.75 5.16 0.44
11 C -11.78 3.32 -0.54
12 O -12.12 4.63 -0.02
13 H -11.27 2.78 0.26
14 H -12.66 2.73 -0.81
15 H -11.19 3.39 -1.45
16 H -12.96 4.61 0.44
17 C -15.52 0.96 7.38
18 O -15.59 1.66 6.16
19 H -15.35 1.65 8.21
20 H -16.38 0.34 7.63
21 H -14.64 0.32 7.27
22 H -15.63 1.01 5.45
23 C -19.46 0.10 3.03
24 O -20.52 1.05 2.74
25 H -19.83 -0.92 3.05
26 H -18.70 0.21 2.26
27 H -18.85 0.32 3.91
28 H -21.32 0.55 2.92
29 C -14.69 0.27 -2.45
30 O -15.88 -0.39 -2.15
31 H -14.03 0.38 -1.59
32 H -14.04 -0.26 -3.15
33 H -14.77 1.31 -2.77
34 H -15.65 -0.95 -1.40
35 O -16.48 4.12 5.35
36 H -16.68 4.06 4.41
37 H -15.81 3.45 5.50
38 O -19.57 4.31 0.44
39 H -20.41 4.74 0.30
40 H -19.46 4.31 1.39
41 C -16.78 -4.27 1.72
42 C -17.38 -3.07 0.94
43 O -18.83 -3.19 1.01
44 H -16.99 -4.21 2.79
45 H -15.70 -4.14 1.72
46 H -16.95 -5.26 1.31
47 H -17.01 -3.16 -0.08
48 H -17.06 -2.20 1.52
49 H -19.13 -3.95 0.50
50 C -12.52 1.96 3.11
51 C -11.75 3.23 3.12
52 O -11.37 3.49 4.47
53 H -12.06 1.13 3.64
54 H -12.53 1.69 2.06
55 H -13.50 2.10 3.57
56 H -12.23 4.13 2.73
57 H -10.79 3.13 2.62
58 H -10.71 2.84 4.72
59 C -18.30 7.57 2.73
60 C -18.90 7.37 4.16
61 O -18.54 6.06 4.55
62 H -17.26 7.25 2.63
63 H -18.42 8.60 2.39
64 H -18.82 6.89 2.05
65 H -19.98 7.48 4.12
66 H -18.65 8.08 4.94
67 H -18.90 5.45 3.90
68 C -15.90 9.11 0.35
69 C -16.56 8.12 -0.57
70 O -16.80 8.76 -1.80
71 H -15.57 8.79 1.33
72 H -16.48 10.03 0.35
73 H -14.98 9.36 -0.18
74 H -17.47 7.65 -0.20
75 H -15.90 7.28 -0.78
76 H -17.23 8.10 -2.34

E_tot (Ha): -2740.58292
E_HOMO (Ha): -0.423
Charge: +1
Spin multiplicity: 1
Orbital gap (Ha): 0.0704
Energy above the lowest of the compared OMol25 structures with the same formula, charge and spin (kcal/mol): 62.00

Results of the Mulliken charge analysis, in e, for atoms 1 through 8:
1. Hg 1.4418
2. N -0.0678
3. S 0.9073
4. O -0.3538
5. O -0.4334
6. F -0.4354
7. S 0.6184
8. O -0.5984

=====

Entry 3:
Molecular formula: C12H44N10O10
Method: DFT, ωB97M-V with the def2-TZVPD basis set

CARTESIAN COORDINATES (ANGSTROEM)
1 N 3.14 -0.51 -0.68
2 C 4.33 -0.88 -1.03
3 N 4.66 -2.12 -0.77
4 O 5.25 0.05 -1.63
5 H 2.81 0.43 -0.43
6 H 2.54 -1.29 -0.22
7 H 5.58 -2.52 -1.06
8 H 4.28 -2.60 0.05
9 N 0.98 -1.72 2.59
10 C 0.29 -2.60 3.19
11 N 0.93 -3.66 3.55
12 O -1.08 -2.45 3.17
13 H 0.46 -0.76 2.54
14 H 2.02 -1.68 2.62
15 H 0.52 -4.41 4.05
16 H 1.99 -3.64 3.61
17 N 0.64 3.89 -0.96
18 C 1.00 2.72 -1.36
19 N 1.15 2.61 -2.67
20 O 1.33 1.72 -0.45
21 H 0.74 3.99 0.04
22 H 0.29 4.71 -1.57
23 H 1.35 1.63 -2.88
24 H 0.64 3.17 -3.36
25 N 0.97 -2.19 -0.01
26 C 1.11 -3.47 -0.28
27 N 1.54 -4.16 0.70
28 O 1.00 -3.98 -1.53
29 H 0.46 -1.65 -0.78
30 H 0.92 -2.03 1.01
31 H 1.28 -5.16 0.54
32 H 1.48 -3.84 1.71
33 N -0.22 -0.46 -1.62
34 C 0.27 -0.63 -2.84
35 N 1.48 -0.26 -2.92
36 O -0.38 -1.29 -3.94
37 H -1.22 -0.59 -1.60
38 H 0.32 0.07 -0.99
39 H 1.92 -0.30 -3.86
40 H 2.13 -0.23 -2.11
41 C 2.22 2.23 2.92
42 C 1.20 3.33 2.70
43 O 1.31 4.10 1.51
44 H 3.12 2.74 3.03
45 H 2.37 1.59 2.06
46 H 1.94 1.73 3.83
47 H 1.44 4.07 3.42
48 H 0.22 2.98 2.84
49 H 2.19 4.05 1.14
50 C -2.06 2.10 1.14
51 C -1.53 0.69 0.99
52 O -0.26 0.66 1.57
53 H -1.32 2.55 0.51
54 H -1.98 2.52 2.13
55 H -2.99 2.30 0.73
56 H -1.66 0.40 -0.01
57 H -2.16 0.20 1.67
58 H 0.43 1.16 1.11
59 C -5.92 -0.81 -1.21
60 O -4.97 0.24 -1.27
61 H -5.54 -1.54 -0.48
62 H -5.96 -1.10 -2.31
63 H -6.85 -0.48 -0.73
64 H -4.11 -0.20 -1.25
65 C -2.48 -2.49 0.36
66 O -2.77 -1.74 -0.78
67 H -3.17 -2.30 1.14
68 H -1.42 -2.36 0.79
69 H -2.74 -3.58 0.19
70 H -2.98 -2.30 -1.49
71 C -2.31 2.31 -2.47
72 O -2.01 3.56 -2.03
73 H -1.79 1.60 -1.91
74 H -1.92 2.15 -3.51
75 H -3.30 2.00 -2.48
76 H -1.12 3.67 -1.66

E_tot (Ha): -1783.39990
Structure (SMILES): NC(N)=O.NC(N)=O.NC(N)=O.NC(N)=O.NC(N)=O.CCO.CCO.CO.CO.CO
E_HOMO (Ha): -0.325
Spin multiplicity: 1
Orbital gap (Ha): 0.3086
Energy above the lowest of the compared OMol25 structures with the same formula, charge and spin (kcal/mol): 194.97

Results of the Mulliken charge analysis, in e, for atoms 1 through 8:
1. N -0.2397
2. C 0.4111
3. N -0.3039
4. O -0.7350
5. H 0.0429
6. H 0.1847
7. H 0.2839
8. H 0.1756

=====

Entry 4:
Molecular formula: C12H46N10O10
Method: DFT, ωB97M-V with the def2-TZVPD basis set

CARTESIAN COORDINATES (ANGSTROEM)
1 C 1.91 -0.77 3.68
2 O 2.98 -0.24 3.57
3 N 1.68 -1.84 4.38
4 N 0.75 -0.30 3.27
5 H 2.47 -2.46 4.44
6 H 0.71 -2.12 4.44
7 H 0.85 0.55 2.73
8 H -0.07 -0.88 3.37
9 C -1.00 0.12 -2.49
10 O -1.80 0.16 -1.60
11 N -1.04 1.08 -3.37
12 N 0.03 -0.72 -2.60
13 H -0.51 0.78 -4.18
14 H -1.89 1.62 -3.28
15 H 0.67 -0.67 -3.37
16 H 0.23 -1.41 -1.90
17 C -4.08 -1.02 1.72
18 O -3.60 -2.11 1.78
19 N -4.93 -0.54 2.57
20 N -3.76 -0.20 0.75
21 H -5.34 -1.22 3.20
22 H -5.26 0.39 2.36
23 H -3.25 -0.64 -0.01
24 H -4.14 0.73 0.75
25 C -4.93 3.25 1.91
26 O -5.30 2.17 1.56
27 N -5.68 4.31 2.20
28 N -3.70 3.59 2.15
29 H -5.35 5.18 2.59
30 H -6.68 4.36 2.02
31 H -2.97 2.90 2.22
32 H -3.53 4.52 2.53
33 C 5.21 2.55 -2.46
34 C 4.49 1.22 -2.14
35 C 2.88 1.32 -2.16
36 O 2.42 2.17 -1.10
37 C 2.41 1.51 0.15
38 N 4.94 0.22 -3.07
39 H 4.86 2.95 -3.41
40 H 6.28 2.38 -2.55
41 H 4.92 3.30 -1.73
42 H 4.87 0.97 -1.15
43 H 2.40 0.34 -2.15
44 H 2.73 1.73 -3.16
45 H 1.84 0.58 0.19
46 H 1.92 2.15 0.89
47 H 3.41 1.29 0.53
48 H 4.36 -0.61 -3.07
49 H 4.52 0.55 -3.93
50 C 0.82 -5.70 -1.88
51 C 1.31 -5.32 -0.44
52 C 0.28 -4.43 0.23
53 O 0.55 -3.16 -0.38
54 C -0.14 -2.19 0.35
55 N 1.37 -6.62 0.29
56 H 1.44 -6.46 -2.36
57 H 0.91 -4.82 -2.52
58 H -0.15 -6.20 -1.86
59 H 2.32 -4.89 -0.49
60 H 0.53 -4.49 1.29
61 H -0.74 -4.78 0.06
62 H 0.18 -1.22 -0.04
63 H 0.25 -2.16 1.37
64 H -1.22 -2.26 0.31
65 H 1.71 -7.39 -0.27
66 H 0.42 -6.84 0.55
67 O -1.59 3.41 -1.35
68 H -2.17 4.06 -0.95
69 H -2.18 2.74 -1.69
70 O 0.92 3.89 -2.22
71 H 1.62 3.44 -1.74
72 H 0.14 3.37 -2.03
73 O -0.99 1.62 0.79
74 H -1.67 1.02 0.50
75 H -0.97 2.31 0.13
76 O -0.33 3.29 2.82
77 H -0.12 4.02 2.23
78 H -0.46 2.55 2.23

E_tot (Ha): -1784.48018
E_HOMO (alpha / beta) (Ha): -0.401 / -0.401
Expectation value of S²: 0.76
Charge: +1
Spin multiplicity: 2
Orbital gap (alpha / beta) (Ha): 0.2862 / 0.0743
Energy above the lowest of the compared OMol25 structures with the same formula, charge and spin (kcal/mol): 0.00

Results of the Mulliken charge analysis, in e, for atoms 1 through 8:
1. C 0.7605
2. O -0.6605
3. N -0.4256
4. N -0.2424
5. H 0.2363
6. H 0.1877
7. H -0.0297
8. H 0.1779